Molecular formula: ClH5Si3
Method: DFT, ωB97M-V with the def2-TZVPD basis set

Structure (XYZ):
```
9
Properties=species:S:1:pos:R:3
Si -0.63 0.38 -0.41
Si 1.47 -0.34 0.24
Si 3.78 -0.26 -0.11
Cl 4.21 1.75 -0.52
H -0.53 1.85 -0.24
H -1.54 -0.31 0.54
H 1.44 0.31 1.53
H 1.36 -1.91 0.63
H -1.09 0.00 -1.88
```

Multiplicity   1
Highest occupied orbital energy   -8.4 eV
DFT total energy   -36234.608 eV
Energy relative to the best compared isomer or geometry (same formula, charge and spin)   0.0 kcal/mol
Frontier orbital gap   7.11 eV
LUMO energy   -0.0488 Eh